{
  "formula": "C23H16BrN6O3PtS2",
  "method": "ωB97M-V/def2-TZVPD",
  "de_lowest_kcal_mol": 20.1,
  "homo_energy_ev": -10.29,
  "largest_force_ha_per_bohr": 0.0061,
  "spin_multiplicity": 1,
  "total_charge": 1,
  "total_energy_ha": -4929.79935,
  "homo_lumo_gap_ha": 0.265,
  "lumo_energy_ev": -3.08,
  "elements": ["Pt", "Br", "S", "S", "O", "O", "O", "N", "N", "N", "N", "N", "N", "C", "C", "C", "C", "C", "C", "C", "C", "C", "C", "C", "C", "C", "C", "C", "C", "C", "C", "C", "C", "C", "C", "C", "H", "H", "H", "H", "H", "H", "H", "H", "H", "H", "H", "H", "H", "H", "H", "H"],
  "coordinates": [[-1.360, -2.174, 0.033], [5.386, 7.222, -3.459], [-3.637, -2.419, -0.232], [-4.066, -5.448, 0.568], [2.171, 0.884, 0.711], [-2.837, 0.588, 2.207], [0.038, 0.186, 1.096], [1.038, 3.787, -0.996], [-1.257, -0.254, -0.703], [0.764, -2.372, 0.489], [0.780, 3.938, 0.209], [-1.919, -4.045, 0.627], [1.687, -1.320, 0.662], [4.025, 6.179, -2.670], [3.756, 6.325, -1.314], [-0.467, 3.200, 2.030], [-0.023, -7.069, 1.642], [1.377, 0.004, 0.795], [2.766, 5.560, -0.729], [3.315, 5.283, -3.452], [-1.505, -5.319, 0.992], [-0.690, 0.692, 0.051], [-1.968, 0.121, -1.777], [-2.376, -7.554, 1.386], [-0.817, 2.050, -0.169], [-0.217, -5.745, 1.299], [-1.405, 2.496, 2.868], [-3.204, -3.987, 0.351], [-2.114, 1.451, -2.112], [-1.546, 2.417, -1.301], [2.323, 4.518, -2.859], [-2.571, -6.225, 1.033], [-2.169, 1.478, 2.504], [-0.188, 3.046, 0.725], [-1.092, -7.966, 1.688], [2.051, 4.649, -1.505], [-2.415, -0.674, -2.356], [-0.913, -8.998, 1.957], [0.623, -5.064, 1.267], [2.543, 5.659, 0.323], [3.536, 5.185, -4.505], [4.323, 7.033, -0.726], [1.751, 3.808, -3.442], [0.974, -7.417, 1.879], [0.788, -2.964, 1.315], [0.090, 3.987, 2.524], [-1.665, 3.467, -1.531], [-2.681, 1.720, -2.991], [-3.205, -8.247, 1.421], [2.668, -1.547, 0.588], [-1.544, 2.800, 3.898], [1.078, -2.924, -0.307]],
  "forces_ev_per_a": [[0.21, 0.03, -0.03], [0.00, 0.00, 0.00], [-0.07, -0.04, -0.03], [0.00, 0.01, 0.01], [0.01, -0.01, 0.02], [-0.02, -0.01, 0.02], [-0.02, 0.01, 0.02], [0.01, 0.01, 0.07], [-0.25, 0.03, 0.19], [-0.06, 0.01, -0.03], [0.02, -0.09, -0.05], [0.02, -0.03, -0.13], [0.02, 0.01, 0.02], [0.01, 0.01, 0.01], [0.00, 0.01, -0.01], [-0.03, 0.03, -0.03], [0.00, 0.00, 0.00], [0.02, -0.04, 0.04], [-0.01, -0.01, -0.01], [-0.02, 0.00, 0.00], [-0.01, 0.02, 0.06], [0.13, -0.09, -0.10], [0.06, 0.01, -0.03], [0.00, 0.01, 0.02], [-0.03, -0.03, -0.05], [-0.01, 0.00, 0.01], [-0.04, -0.03, 0.07], [0.00, 0.05, 0.00], [0.01, -0.01, -0.02], [-0.01, 0.02, 0.04], [0.01, 0.01, 0.00], [0.01, -0.01, -0.01], [-0.01, 0.04, -0.03], [0.05, 0.10, 0.01], [0.00, 0.00, 0.00], [-0.03, -0.01, -0.01], [-0.02, 0.01, 0.01], [0.00, 0.00, 0.01], [0.00, -0.03, 0.00], [0.01, -0.01, 0.01], [0.00, 0.00, 0.00], [0.00, 0.00, 0.00], [0.01, -0.02, 0.01], [0.00, 0.00, 0.00], [-0.01, 0.03, 0.01], [-0.01, 0.00, 0.00], [0.01, 0.01, 0.00], [-0.01, 0.00, 0.01], [0.00, 0.00, -0.01], [0.00, 0.03, -0.08], [0.02, -0.01, 0.00], [0.03, -0.04, 0.04]]
}